No. 1
Molecular formula: C11H37N6O8
Method: DFT, the ωB97M-V functional and the def2-TZVPD basis

Structure (XYZ):
```
62
C11H37N6O8 | the OMol25 dataset | the ωB97M-V functional and the def2-TZVPD basis
O 0.149 -0.333 0.082
H -0.221 -0.344 0.986
C 2.084 0.579 -4.330
C 1.339 0.722 -2.989
O 1.145 -0.506 -2.288
H 1.642 -0.273 -4.846
H 3.135 0.364 -4.140
H 1.892 1.427 -4.988
H 0.501 1.418 -3.027
H 2.074 1.218 -2.356
H 0.706 -0.297 -1.460
C -1.846 1.043 3.352
C -2.905 2.161 3.535
O -3.901 1.745 4.381
H -2.202 0.230 2.719
H -1.418 0.845 4.335
H -0.983 1.443 2.818
H -3.179 2.399 2.507
H -2.494 3.072 3.969
H -3.595 1.963 5.264
C -2.517 0.262 -2.158
C -2.911 -0.760 -1.109
O -2.496 -0.305 0.081
H -1.432 0.195 -2.241
H -2.673 1.290 -1.829
H -2.842 0.095 -3.184
H -2.523 -1.758 -1.311
H -3.999 -0.794 -1.055
H -1.540 -0.385 0.102
C -0.630 4.440 0.106
C -0.604 2.881 -0.199
O 0.670 2.266 -0.121
H -1.564 4.947 -0.138
H 0.043 4.961 -0.574
H -0.230 4.706 1.084
H -1.046 2.693 -1.178
H -1.355 2.366 0.400
H 0.478 1.338 0.032
C 3.607 -0.570 1.113
O 4.685 -0.673 1.604
N 3.037 -1.483 0.371
N 2.769 0.393 1.515
H 3.582 -2.271 0.052
H 2.080 -1.303 0.102
H 3.076 1.115 2.151
H 1.946 0.639 0.985
C 1.903 -3.814 -2.091
O 2.038 -5.063 -2.014
N 2.388 -3.069 -3.028
N 1.209 -3.200 -1.152
H 3.027 -3.526 -3.664
H 2.245 -2.091 -2.823
H 1.193 -2.190 -1.153
H 0.766 -3.726 -0.413
C -0.871 -2.257 2.658
O -1.562 -2.768 3.554
N 0.194 -1.496 2.855
N -0.919 -2.535 1.386
H 0.565 -1.094 2.006
H 0.339 -1.171 3.800
H -1.579 -3.276 1.200
H -0.468 -1.886 0.757
```

Summary:
- Frontier orbital gap: 9.515 eV
- Total charge: -1
- ΔE to the lowest compared entry with this formula, charge and spin: 0.0 kJ/mol

No. 2
Molecular formula: C11H38N6O8
Method: DFT, the ωB97M-V functional and the def2-TZVPD basis

Structure (XYZ):
```
63
C11H38N6O8 | the OMol25 dataset | the ωB97M-V functional and the def2-TZVPD basis
N 0.471 0.928 -0.815
C 0.742 0.518 0.380
N 0.482 -0.677 0.728
O 1.376 1.403 1.260
H 0.576 1.941 -0.940
H -0.237 0.436 -1.342
H 0.636 -0.931 1.694
H -0.042 -1.321 0.103
N -1.833 1.688 -2.899
C -2.198 0.563 -2.371
N -1.276 -0.288 -2.595
O -3.242 0.467 -1.399
H -2.362 2.522 -2.520
H -0.853 1.794 -2.976
H -1.357 -1.158 -2.020
H -0.627 -0.270 -3.363
N -2.528 4.998 0.280
C -1.322 5.416 0.564
N -0.559 4.424 0.866
O -0.855 6.691 0.390
H -3.211 5.716 0.142
H -2.840 4.017 0.542
H 0.379 4.535 1.255
H -0.907 3.487 0.940
C 1.866 -4.411 1.721
C 0.304 -4.474 1.826
O -0.146 -4.401 3.182
H 2.299 -4.963 2.512
H 2.274 -3.352 1.749
H 2.124 -4.972 0.863
H 0.046 -5.385 1.465
H -0.232 -3.853 1.147
H -0.941 -4.896 3.267
C -2.154 -1.613 4.367
C -1.308 -1.221 3.212
O 0.002 -1.682 3.319
H -1.808 -1.103 5.262
H -2.180 -2.709 4.539
H -3.207 -1.314 4.155
H -1.305 -0.155 3.190
H -1.836 -1.541 2.278
H -0.021 -2.651 3.316
C 1.072 -2.755 -1.583
C -0.435 -2.976 -1.805
O -1.126 -2.241 -0.846
H 1.554 -3.147 -2.567
H 1.395 -3.360 -0.760
H 1.438 -1.732 -1.445
H -0.701 -4.015 -1.713
H -0.652 -2.780 -2.856
H -1.745 -2.808 -0.437
C 1.353 4.482 -2.278
O 0.320 3.780 -1.598
H 2.285 4.229 -1.749
H 1.298 5.541 -2.170
H 1.414 4.221 -3.374
H 0.018 4.223 -0.758
C 3.720 1.335 -1.962
O 2.681 0.400 -2.125
H 4.306 1.468 -2.847
H 4.338 1.025 -1.143
H 3.305 2.330 -1.789
H 1.971 0.579 -1.467
```

Summary:
- Frontier orbital gap: 8.619 eV
- SMILES: NC(N)=O.NC(N)=O.NC(N)=O.CCO.CCO.CCO.CO.CO
- ΔE to the lowest compared entry with this formula, charge and spin: 391.0 kJ/mol

No. 3
Molecular formula: C11H38O8
Method: DFT, the ωB97M-V functional and the def2-TZVPD basis

Structure (XYZ):
```
57
C11H38O8 | the OMol25 dataset | the ωB97M-V functional and the def2-TZVPD basis
C 0.211 2.076 -2.886
O 1.606 2.019 -2.774
H -0.098 3.060 -3.236
H -0.179 1.316 -3.563
H -0.237 1.932 -1.903
H 1.869 2.716 -2.169
C 0.319 0.931 0.222
O -1.028 1.130 0.477
H 0.653 1.628 -0.546
H 0.882 0.940 1.156
H 0.530 -0.003 -0.299
H -1.215 0.715 1.322
C -0.766 -1.704 -0.865
O -2.169 -1.377 -0.866
H -0.649 -2.787 -0.829
H -0.195 -1.313 -1.707
H -0.256 -1.440 0.062
H -2.156 -0.463 -1.159
C 2.549 1.355 -0.302
O 2.972 0.842 0.851
H 3.316 1.733 -0.978
H 1.846 0.728 -0.851
H 1.925 2.243 -0.199
H 3.454 0.050 0.604
C -1.975 3.021 -0.276
O -0.864 3.200 0.522
H -2.612 3.875 -0.508
H -1.700 2.677 -1.273
H -2.605 2.228 0.128
H -0.437 2.342 0.589
C -2.661 0.514 1.348
C -1.815 -0.064 2.513
C -1.930 -1.584 2.735
O -0.501 0.134 2.101
H -2.383 0.022 0.416
H -2.480 1.588 1.317
H -3.732 0.411 1.520
H -1.927 0.455 3.466
H -1.359 -1.966 3.581
H -1.658 -2.105 1.818
H -2.979 -1.841 2.880
H 0.051 -0.185 2.819
C 2.255 -3.797 0.474
C 2.155 -2.743 -0.642
C 1.560 -1.483 -0.023
O 3.456 -2.495 -1.126
H 2.889 -4.627 0.162
H 1.289 -4.252 0.691
H 2.706 -3.365 1.367
H 1.504 -3.062 -1.456
H 0.551 -1.631 0.361
H 1.466 -0.775 -0.846
H 2.176 -1.032 0.756
H 3.436 -1.639 -1.559
O -1.550 0.327 -1.363
H -1.227 0.604 -0.505
H -2.280 0.918 -1.547
```

Summary:
- Frontier orbital gap: 8.610 eV
- ΔE to the lowest compared entry with this formula, charge and spin: 2163.5 kJ/mol

No. 4
Molecular formula: C11H39N15O8
Method: DFT, the ωB97M-V functional and the def2-TZVPD basis

Structure (XYZ):
```
73
C11H39N15O8 | the OMol25 dataset | the ωB97M-V functional and the def2-TZVPD basis
C -13.983 4.926 -10.434
O -14.922 5.977 -10.558
C -14.456 7.212 -10.051
C -13.396 7.890 -10.899
C -12.841 9.127 -10.236
N -13.880 8.154 -12.264
H -13.673 4.782 -9.399
H -13.116 5.163 -11.063
H -14.324 3.974 -10.835
H -15.342 7.825 -9.874
H -14.037 7.053 -9.046
H -12.575 7.168 -10.966
H -12.271 9.765 -10.907
H -12.205 8.920 -9.367
H -13.611 9.743 -9.752
H -13.340 7.619 -12.939
H -14.790 7.721 -12.423
N -19.542 9.800 -13.252
C -19.771 10.349 -12.013
N -18.661 10.632 -11.269
O -20.897 10.454 -11.557
H -18.610 9.783 -13.625
H -20.334 9.876 -13.860
H -18.783 10.753 -10.281
H -17.751 10.373 -11.605
N -18.254 7.127 -11.107
C -18.038 6.610 -12.346
N -16.820 6.064 -12.585
O -18.924 6.607 -13.215
H -17.526 7.172 -10.412
H -19.082 7.698 -11.079
H -16.091 5.975 -11.880
H -16.624 5.630 -13.476
N -16.988 6.527 -6.170
C -17.275 7.221 -7.306
N -17.873 8.436 -7.155
O -16.977 6.768 -8.411
H -16.787 5.551 -6.302
H -17.150 6.879 -5.246
H -18.021 8.910 -8.027
H -17.825 8.924 -6.280
N -19.019 6.392 -16.532
C -19.978 7.379 -16.621
N -20.386 7.788 -15.372
O -20.493 7.729 -17.664
H -18.646 6.080 -15.648
H -18.988 5.750 -17.304
H -19.922 7.347 -14.591
H -21.058 8.527 -15.329
N -17.474 2.115 -15.382
C -17.377 3.128 -14.464
N -18.529 3.848 -14.299
O -16.343 3.329 -13.844
H -16.718 1.492 -15.587
H -18.388 1.847 -15.704
H -18.637 4.409 -13.474
H -19.262 3.736 -14.975
N -17.113 3.506 -10.586
C -16.635 2.946 -9.433
N -16.188 3.844 -8.489
O -16.495 1.744 -9.294
H -17.049 2.904 -11.391
H -17.235 4.490 -10.732
H -15.608 3.454 -7.770
H -16.472 4.816 -8.518
N -13.952 7.247 -15.507
C -15.200 6.784 -15.790
N -16.218 7.697 -15.790
O -15.444 5.613 -16.053
H -13.872 8.241 -15.387
H -13.157 6.641 -15.534
H -16.081 8.631 -15.454
H -17.106 7.271 -16.008
```

Summary:
- Frontier orbital gap: 9.374 eV
- SMILES: COC[C@H](C)N.NC(N)=O.NC(N)=O.NC(N)=O.NC(N)=O.NC(N)=O.NC(N)=O.NC(N)=O
- ΔE to the lowest compared entry with this formula, charge and spin: 51.6 kJ/mol

No. 5
Molecular formula: C11H40FeN18O11
Method: DFT, the ωB97M-V functional and the def2-TZVPD basis

Structure (XYZ):
```
81
C11H40FeN18O11 | the OMol25 dataset | the ωB97M-V functional and the def2-TZVPD basis
Fe 1.684 2.396 0.066
O -0.350 1.896 0.198
C -0.460 0.514 0.077
C 0.899 -0.223 0.281
O 2.079 0.326 -0.208
H -0.930 0.196 -0.865
H -1.155 0.176 0.857
H 0.866 -1.272 -0.044
H 0.898 -0.513 1.349
C 2.601 -0.833 -4.063
O 2.940 -1.678 -4.880
N 2.697 0.520 -4.304
N 2.242 -1.121 -2.787
H 2.522 1.145 -3.545
H 3.216 0.706 -5.145
H 2.018 -0.384 -2.136
H 2.270 -2.116 -2.646
C 5.683 -0.430 -1.394
O 6.797 -0.825 -1.727
N 4.961 -1.056 -0.428
N 5.072 0.657 -1.897
H 4.024 -0.764 -0.188
H 5.288 -1.920 -0.037
H 4.251 0.932 -1.390
H 5.377 1.167 -2.702
C -2.791 2.418 -3.175
O -3.795 2.904 -3.702
N -2.149 1.294 -3.475
N -2.247 3.078 -2.093
H -2.506 0.661 -4.171
H -1.431 0.955 -2.864
H -1.447 2.642 -1.667
H -2.776 3.787 -1.624
C 3.142 2.098 2.622
O 2.107 2.537 2.042
N 3.461 0.810 2.546
N 3.856 2.835 3.495
H 4.197 0.470 3.136
H 2.784 0.255 2.037
H 3.520 3.768 3.664
H 4.552 2.360 4.036
C -2.138 3.337 3.340
O -2.699 3.748 4.360
N -1.303 2.267 3.364
N -2.316 3.897 2.128
H -0.953 2.011 2.453
H -1.100 1.752 4.197
H -1.702 3.553 1.403
H -2.677 4.836 2.157
C -1.075 -3.070 -2.725
O -1.688 -2.100 -3.143
N -1.404 -4.368 -3.059
N -0.100 -3.050 -1.803
H -0.892 -5.164 -2.725
H -2.292 -4.614 -3.458
H 0.267 -2.145 -1.562
H 0.429 -3.787 -1.376
C -5.154 1.841 -0.441
O -6.035 2.570 0.008
N -5.379 0.713 -1.171
N -3.917 1.873 0.108
H -6.342 0.453 -1.306
H -4.765 -0.068 -1.308
H -3.119 1.370 -0.230
H -3.860 2.690 0.702
C 1.411 -3.610 2.318
O 0.244 -3.452 1.969
N 1.792 -4.295 3.412
N 2.468 -3.091 1.615
H 2.757 -4.569 3.485
H 1.126 -4.861 3.910
H 3.051 -2.624 2.299
H 2.106 -2.528 0.858
C -3.738 -1.502 2.449
O -4.167 -2.216 3.365
N -3.718 -1.967 1.189
N -3.413 -0.201 2.673
H -3.107 -1.422 0.595
H -3.719 -2.974 1.153
H -3.723 -0.009 3.613
H -3.120 0.407 1.934
```

Summary:
- Frontier orbital gap (alpha / beta): 6.795 / 6.749 eV
- ΔE to the lowest compared entry with this formula, charge and spin: 300.1 kJ/mol
- Spin multiplicity: 5

No. 6
Molecular formula: C11H40N4O9
Method: DFT, the ωB97M-V functional and the def2-TZVPD basis

Structure (XYZ):
```
64
C11H40N4O9 | the OMol25 dataset | the ωB97M-V functional and the def2-TZVPD basis
N 0.090 1.509 1.657
C 1.304 1.723 2.120
N 1.943 0.574 2.271
O 1.615 2.942 2.583
H -0.138 0.643 1.094
H -0.377 2.397 1.347
H 1.665 -0.318 1.720
H 2.927 0.740 2.614
N 1.352 -1.379 0.651
C 0.060 -1.328 0.458
N -0.406 -0.297 -0.167
O -0.755 -2.174 1.096
H 1.780 -2.158 1.322
H 1.919 -0.958 -0.101
H -1.432 -0.322 -0.356
H 0.181 0.337 -0.830
C -2.836 2.924 1.469
C -2.160 4.229 1.002
O -0.795 3.952 0.855
H -2.466 2.573 2.462
H -2.794 2.083 0.765
H -3.853 3.254 1.733
H -2.315 4.974 1.757
H -2.643 4.483 0.100
H -0.259 4.737 0.690
C 0.372 -2.685 -2.903
C 1.276 -2.331 -4.032
O 1.556 -0.949 -3.901
H 0.035 -3.739 -3.152
H -0.482 -2.064 -2.775
H 0.864 -2.677 -1.889
H 0.862 -2.528 -5.048
H 2.189 -2.753 -3.939
H 0.728 -0.469 -4.055
C 3.255 -3.916 2.439
O 2.640 -2.693 2.501
H 3.835 -4.064 1.603
H 2.468 -4.653 2.368
H 3.763 -4.032 3.407
H 2.106 -2.713 3.334
C 3.421 0.547 -0.942
O 2.988 -0.683 -1.505
H 3.691 1.094 -1.869
H 4.350 0.511 -0.381
H 2.554 1.025 -0.495
H 2.909 -0.532 -2.468
C -3.304 -0.300 2.111
O -3.513 -1.421 2.929
H -4.011 -0.227 1.306
H -2.384 -0.324 1.565
H -3.368 0.630 2.615
H -2.667 -1.853 3.084
C 0.262 2.475 -1.518
O 0.602 1.297 -2.152
H 1.006 2.640 -0.794
H -0.654 2.244 -0.917
H 0.131 3.362 -2.113
H -0.087 1.062 -2.830
C -3.057 -1.027 -1.384
O -2.807 0.276 -1.280
H -2.696 -1.518 -2.358
H -4.137 -1.105 -1.558
H -2.773 -1.726 -0.569
H -3.522 0.674 -0.749
```

Summary:
- Frontier orbital gap: 8.142 eV
- SMILES: NC(N)=O.NC(N)=O.CCO.CCO.CO.CO.CO.CO.CO
- ΔE to the lowest compared entry with this formula, charge and spin: 369.4 kJ/mol

No. 7
Molecular formula: C11H40O9
Method: DFT, the ωB97M-V functional and the def2-TZVPD basis

Structure (XYZ):
```
60
C11H40O9 | the OMol25 dataset | the ωB97M-V functional and the def2-TZVPD basis
C -3.314 -3.020 0.495
C -3.565 -2.124 -0.707
C -3.619 -0.671 -0.241
O -2.565 -2.253 -1.647
H -3.495 -4.080 0.314
H -4.168 -2.834 1.146
H -2.306 -2.880 0.887
H -4.530 -2.377 -1.146
H -3.379 -0.053 -1.106
H -2.861 -0.453 0.511
H -4.594 -0.322 0.100
H -2.772 -1.929 -2.527
C 1.663 0.895 -3.833
O 2.458 0.044 -2.970
H 0.993 0.345 -4.493
H 1.180 1.681 -3.252
H 2.240 1.331 -4.649
H 1.790 -0.246 -2.345
C 0.317 -4.093 -3.184
O 1.384 -4.788 -3.754
H 0.445 -3.043 -2.917
H -0.517 -4.099 -3.884
H -0.122 -4.575 -2.311
H 2.058 -4.119 -3.896
C 3.788 3.223 -1.441
O 3.318 2.173 -0.648
H 4.770 3.077 -1.890
H 3.028 3.467 -2.183
H 3.968 4.102 -0.823
H 3.509 1.306 -1.013
C 3.365 -2.086 2.893
O 2.537 -0.872 2.753
H 4.397 -1.867 2.620
H 3.321 -2.461 3.916
H 3.135 -2.932 2.245
H 3.184 -0.221 2.468
C -1.874 -0.443 3.674
O -3.285 -0.639 3.712
H -1.598 0.407 3.049
H -1.533 -0.513 4.707
H -1.378 -1.273 3.171
H -3.402 -1.560 3.959
C 0.152 -0.141 0.247
O 0.112 -1.066 -0.840
H 1.154 0.285 0.202
H -0.599 0.645 0.167
H 0.207 -0.676 1.195
H -0.825 -1.236 -0.961
C 0.278 4.056 -0.608
O 0.851 3.359 0.457
H 1.040 4.447 -1.283
H -0.254 3.235 -1.087
H -0.500 4.763 -0.320
H 1.687 2.953 0.216
C -1.251 3.284 2.875
O 0.091 3.458 3.186
H -1.353 2.364 2.299
H -1.776 3.244 3.830
H -1.582 4.127 2.268
H 0.595 3.674 2.398
```

Summary:
- Frontier orbital gap (alpha / beta): 8.662 / 1.839 eV
- Total charge: +1
- ΔE to the lowest compared entry with this formula, charge and spin: 419.5 kJ/mol
- Spin multiplicity: 2

- What is the formula in the fourth record?
  C11H39N15O8

- ΔE to the lowest compared entry with this formula, charge and spin of number 1 (C11H37N6O8)?
  0.0 kJ/mol

- Which of these has the highest ΔE to the lowest compared entry with this formula, charge and spin?
  C11H38O8

- ΔE to the lowest compared entry with this formula, charge and spin of number 2 (C11H38N6O8)?
  391.0 kJ/mol